No. 1
Computed, not measured: a 2-piece molecular cluster, C31H58O7PS2 overall in a non-equilibrium geometry, with ωB97M-V/def2-TZVPD.

Computed properties:
Spin multiplicity = 1
Lowest unoccupied orbital energy = -0.0790 Eh
Total charge = +1
Total energy = -78370.5607 eV

CARTESIAN COORDINATES (ANGSTROEM)
O (-4.738, 0.240, -1.761)
S (-5.377, 0.380, -3.074)
O (-5.066, 1.665, -3.688)
O (-7.017, 0.252, -2.959)
C (-4.788, -1.010, -4.112)
C (-3.743, -1.937, -3.386)
C (-4.374, -2.884, -2.300)
C (-3.458, -4.126, -1.930)
C (-3.038, -4.093, -0.393)
C (-1.991, -2.890, -0.266)
C (-0.486, -3.382, -0.007)
C (-0.247, -4.724, -0.774)
C (1.291, -4.829, -1.166)
O (1.504, -5.097, -2.562)
C (1.368, -3.968, -3.411)
C (0.732, -4.192, -4.725)
C (0.568, -3.136, -5.727)
C (1.066, -1.766, -5.453)
C (1.677, -1.489, -4.166)
C (1.837, -2.589, -3.154)
O (-0.717, -5.784, 0.098)
S (-2.386, -5.700, 0.212)
O (-2.738, -5.784, 1.628)
O (-2.937, -6.809, -0.545)
H (-7.241, 0.367, -2.010)
H (-4.378, -0.627, -5.088)
H (-5.706, -1.604, -4.396)
H (-2.904, -1.297, -2.994)
H (-3.281, -2.570, -4.196)
H (-4.476, -2.274, -1.358)
H (-5.377, -3.240, -2.663)
H (-2.581, -4.106, -2.626)
H (-4.029, -5.072, -2.124)
H (-3.960, -3.785, 0.162)
H (-2.300, -2.339, 0.671)
H (-2.069, -2.156, -1.104)
H (-0.411, -3.552, 1.107)
H (0.290, -2.608, -0.245)
H (-0.827, -4.785, -1.736)
H (1.685, -5.729, -0.608)
H (1.860, -3.953, -0.772)
H (0.364, -5.208, -4.986)
H (0.091, -3.419, -6.689)
H (0.961, -0.978, -6.239)
H (2.042, -0.459, -3.956)
H (2.338, -2.353, -2.185)
C (1.176, 4.038, -1.851)
C (0.711, 4.600, -0.513)
C (1.871, 4.893, 0.438)
C (2.506, 3.666, 1.106)
P (1.643, 2.885, 2.465)
C (1.200, 4.229, 3.602)
C (2.266, 5.204, 4.115)
C (3.281, 4.689, 5.141)
C (2.681, 3.948, 6.330)
C (2.770, 1.839, 3.377)
C (3.389, 0.563, 2.799)
C (2.436, -0.593, 2.522)
C (1.502, -0.959, 3.668)
C (0.034, 2.176, 2.124)
C (-0.309, 0.989, 1.212)
C (0.433, 0.857, -0.125)
C (-0.457, 1.124, -1.323)
H (1.766, 3.126, -1.729)
H (0.317, 3.803, -2.482)
H (1.789, 4.765, -2.381)
H (-0.010, 3.922, -0.051)
H (0.175, 5.532, -0.706)
H (1.521, 5.587, 1.207)
H (2.647, 5.426, -0.116)
H (3.458, 4.007, 1.532)
H (2.797, 2.928, 0.354)
H (0.643, 3.797, 4.438)
H (0.459, 4.828, 3.061)
H (1.738, 6.046, 4.574)
H (2.818, 5.622, 3.268)
H (3.846, 5.545, 5.521)
H (4.029, 4.063, 4.652)
H (2.163, 4.642, 6.994)
H (3.469, 3.454, 6.901)
H (1.971, 3.174, 6.033)
H (2.341, 1.628, 4.359)
H (3.639, 2.472, 3.568)
H (4.145, 0.213, 3.509)
H (3.925, 0.809, 1.876)
H (3.016, -1.477, 2.241)
H (1.862, -0.346, 1.631)
H (2.052, -1.426, 4.486)
H (0.745, -1.665, 3.322)
H (0.967, -0.093, 4.067)
H (-0.605, 3.008, 1.815)
H (-0.358, 1.903, 3.113)
H (-1.387, 1.020, 1.027)
H (-0.180, 0.061, 1.772)
H (0.795, -0.169, -0.242)
H (1.318, 1.493, -0.146)
H (-1.201, 0.333, -1.438)
H (0.145, 1.143, -2.234)
H (-0.979, 2.078, -1.229)

***

No. 2
Computed, not measured: a 5-piece molecular cluster, C31H59F3N5O7 overall in a non-equilibrium geometry, with ωB97M-V/def2-TZVPD.

Computed properties:
Spin multiplicity = 2
Lowest unoccupied orbital energy (alpha / beta) = 0.0124 / -0.0537 Eh
⟨S²⟩ = 0.75
Total energy = -63030.9083 eV

CARTESIAN COORDINATES (ANGSTROEM)
C (-2.901, -4.133, 0.291)
C (-2.143, -3.017, -0.605)
O (-0.811, -3.519, -0.905)
C (-0.408, -3.176, -2.236)
O (-1.059, -3.523, -3.251)
C (0.977, -2.356, -2.381)
C (0.858, -1.161, -3.482)
C (1.433, 0.249, -2.968)
C (0.377, 1.485, -3.098)
C (1.244, 2.806, -2.876)
C (1.355, 3.361, -1.381)
C (0.240, 4.530, -1.258)
F (-1.053, 4.310, -0.699)
C (0.459, 5.850, -1.752)
F (1.701, 6.496, -1.651)
F (-0.637, 6.531, -2.363)
C (-0.232, 1.606, -4.603)
C (-1.573, 2.466, -4.713)
C (-2.339, 1.955, -6.061)
C (-1.336, 4.050, -4.972)
N (-2.520, 2.358, -3.569)
O (-3.772, 2.528, -3.902)
C (-2.292, 1.174, -2.703)
C (-3.268, 1.381, -1.413)
C (-2.708, -0.237, -3.333)
C (-0.794, 1.186, -2.058)
H (-2.967, -5.140, -0.243)
H (-3.973, -3.751, 0.424)
H (-2.463, -4.232, 1.338)
H (-2.081, -2.039, -0.019)
H (-2.793, -2.866, -1.544)
H (1.379, -1.994, -1.377)
H (1.733, -3.134, -2.772)
H (-0.201, -1.143, -3.892)
H (1.527, -1.507, -4.352)
H (1.679, 0.122, -1.846)
H (2.408, 0.443, -3.523)
H (0.947, 3.698, -3.538)
H (2.323, 2.555, -3.206)
H (2.351, 3.897, -1.160)
H (1.120, 2.598, -0.563)
H (0.569, 2.130, -5.223)
H (-0.428, 0.598, -5.093)
H (-3.082, 2.777, -6.379)
H (-1.547, 1.940, -6.894)
H (-2.875, 0.966, -5.920)
H (-0.546, 4.230, -5.792)
H (-0.995, 4.554, -3.994)
H (-2.354, 4.495, -5.258)
H (-3.180, 2.498, -1.131)
H (-2.874, 0.813, -0.492)
H (-4.359, 1.169, -1.647)
H (-3.832, -0.395, -3.242)
H (-2.298, -0.432, -4.384)
H (-2.219, -1.046, -2.669)
H (-0.874, 1.876, -1.159)
H (-0.676, 0.122, -1.623)
C (-2.473, -1.377, 4.167)
C (-2.156, -2.832, 3.953)
O (-3.018, -3.649, 3.652)
N (-0.864, -3.232, 4.101)
C (0.291, -2.430, 4.448)
H (-3.540, -1.214, 4.014)
H (-2.223, -1.085, 5.189)
H (-1.923, -0.763, 3.450)
H (-0.731, -4.221, 3.941)
H (1.022, -2.515, 3.641)
H (0.724, -2.835, 5.365)
H (0.038, -1.384, 4.599)
C (5.108, -2.785, -4.171)
C (4.802, -1.357, -4.535)
O (3.655, -0.957, -4.694)
N (5.846, -0.499, -4.689)
C (7.261, -0.771, -4.548)
H (4.175, -3.342, -4.085)
H (5.717, -3.249, -4.949)
H (5.625, -2.825, -3.210)
H (5.561, 0.439, -4.933)
H (7.660, -0.117, -3.770)
H (7.752, -0.538, -5.495)
H (7.457, -1.808, -4.285)
C (-3.727, 1.231, 8.306)
C (-4.381, 0.204, 7.422)
O (-3.819, -0.836, 7.107)
N (-5.639, 0.458, 6.968)
C (-6.468, 1.616, 7.223)
H (-2.731, 0.885, 8.584)
H (-3.626, 2.178, 7.772)
H (-4.311, 1.370, 9.218)
H (-6.010, -0.277, 6.382)
H (-7.391, 1.279, 7.700)
H (-6.712, 2.081, 6.266)
H (-5.974, 2.344, 7.864)
C (3.965, -2.485, 5.885)
C (3.650, -1.064, 5.502)
O (2.502, -0.674, 5.336)
N (4.690, -0.200, 5.341)
C (6.106, -0.461, 5.490)
H (3.036, -3.048, 5.976)
H (4.579, -2.955, 5.114)
H (4.479, -2.510, 6.848)
H (4.399, 0.733, 5.085)
H (6.498, 0.205, 6.261)
H (6.598, -0.236, 4.541)
H (6.307, -1.494, 5.766)

***

No. 3
Computed, not measured: a 8-piece molecular cluster, C31H59FO24 overall in a non-equilibrium geometry, with ωB97M-V/def2-TZVPD.

Computed properties:
Spin multiplicity = 1
Lowest unoccupied orbital energy = 0.0100 Eh
SMILES string = O=C1OC[C@@H](F)O1.CCOC(=O)OC.CCOC(=O)OC.CCOC(=O)OC.CCOC(=O)OC.CCOC(=O)OC.CCOC(=O)OC.CCOC(=O)OC
Total energy = -84958.3491 eV

CARTESIAN COORDINATES (ANGSTROEM)
O (6.350, -15.078, 17.802)
C (5.602, -15.812, 17.260)
O (6.043, -16.819, 16.514)
C (5.073, -17.288, 15.578)
C (3.835, -16.649, 16.217)
F (3.090, -17.485, 16.916)
O (4.318, -15.629, 17.096)
H (5.337, -17.028, 14.553)
H (5.014, -18.368, 15.441)
H (3.262, -16.167, 15.425)
C (6.618, -15.561, 24.441)
C (5.937, -14.575, 23.530)
O (4.754, -15.134, 22.837)
C (4.835, -16.194, 22.004)
O (5.760, -16.992, 21.825)
O (3.633, -16.349, 21.342)
C (3.386, -17.352, 20.397)
H (7.351, -16.148, 23.888)
H (5.929, -16.247, 24.934)
H (7.051, -15.018, 25.280)
H (6.501, -14.169, 22.690)
H (5.525, -13.824, 24.204)
H (2.354, -17.287, 20.051)
H (3.593, -18.256, 20.970)
H (4.035, -17.275, 19.526)
C (5.255, -12.878, 20.334)
C (5.979, -12.092, 19.242)
O (5.677, -10.739, 19.155)
C (4.527, -10.232, 18.614)
O (4.261, -9.060, 18.718)
O (3.793, -11.236, 18.024)
C (2.562, -10.867, 17.418)
H (5.710, -13.831, 20.606)
H (4.194, -13.097, 20.208)
H (5.422, -12.329, 21.261)
H (5.948, -12.645, 18.303)
H (7.015, -12.093, 19.580)
H (2.647, -10.130, 16.619)
H (1.799, -10.429, 18.061)
H (2.105, -11.744, 16.960)
C (8.063, -20.880, 9.023)
C (6.620, -20.562, 9.465)
O (6.356, -19.137, 9.435)
C (5.558, -18.518, 10.238)
O (4.840, -19.100, 11.085)
O (5.808, -17.174, 10.212)
C (5.130, -16.352, 11.142)
H (8.004, -21.033, 7.945)
H (8.379, -21.854, 9.395)
H (8.805, -20.140, 9.325)
H (6.377, -21.098, 10.383)
H (6.043, -21.027, 8.665)
H (5.402, -16.711, 12.135)
H (4.041, -16.398, 11.118)
H (5.478, -15.330, 10.989)
C (2.365, -20.628, 17.583)
C (0.822, -20.611, 17.553)
O (0.381, -19.243, 17.901)
C (0.188, -18.839, 19.137)
O (-0.507, -17.860, 19.335)
O (0.793, -19.593, 20.005)
C (0.677, -19.249, 21.415)
H (2.841, -20.348, 18.523)
H (2.846, -20.098, 16.761)
H (2.797, -21.595, 17.329)
H (0.409, -21.283, 18.306)
H (0.344, -20.928, 16.627)
H (1.230, -19.919, 22.074)
H (-0.389, -19.162, 21.623)
H (1.167, -18.292, 21.593)
C (-2.852, -18.217, 14.127)
C (-2.817, -16.671, 14.088)
O (-1.577, -16.120, 14.518)
C (-1.265, -16.128, 15.837)
O (-1.994, -16.452, 16.805)
O (-0.076, -15.515, 15.909)
C (0.536, -15.069, 17.160)
H (-1.969, -18.594, 13.612)
H (-3.767, -18.615, 13.689)
H (-2.724, -18.584, 15.145)
H (-3.709, -16.194, 14.493)
H (-2.849, -16.436, 13.024)
H (-0.232, -14.567, 17.748)
H (1.362, -14.362, 17.081)
H (0.905, -15.934, 17.710)
C (9.476, -15.768, 15.900)
C (9.462, -16.559, 17.178)
O (10.694, -16.429, 17.881)
C (10.671, -16.620, 19.223)
O (9.672, -16.773, 19.919)
O (12.003, -16.620, 19.660)
C (12.277, -17.043, 21.021)
H (8.469, -15.856, 15.492)
H (10.125, -16.107, 15.092)
H (9.625, -14.701, 16.066)
H (9.339, -17.632, 17.027)
H (8.559, -16.272, 17.718)
H (13.301, -17.394, 21.149)
H (11.605, -17.803, 21.420)
H (12.233, -16.209, 21.720)
C (9.383, -18.819, 13.299)
C (7.961, -19.262, 13.019)
O (7.605, -20.120, 14.049)
C (6.352, -20.570, 14.221)
O (5.363, -20.293, 13.519)
O (6.393, -21.520, 15.062)
C (5.215, -22.353, 15.190)
H (9.509, -18.459, 14.320)
H (9.719, -18.135, 12.520)
H (10.011, -19.710, 13.273)
H (8.052, -19.835, 12.097)
H (7.283, -18.408, 13.023)
H (4.864, -22.779, 14.250)
H (4.325, -21.769, 15.426)
H (5.355, -23.154, 15.915)

***

No. 4
Computed, not measured: a 8-piece molecular cluster, C31H59NO13 overall, with ωB97M-V/def2-TZVPD.

Computed properties:
Spin multiplicity = 1
Lowest unoccupied orbital energy = 0.0224 Eh
SMILES string = CCN(CC[C@H]1OC(=O)O[C@H]1COO)C(C)=O.CC(C)=O.CC(C)=O.CC(C)=O.CC(C)=O.CC(C)=O.CC(C)=O.CC(C)=O
Total energy = -61208.7346 eV

CARTESIAN COORDINATES (ANGSTROEM)
C (1.772, 2.175, -0.761)
C (1.449, 0.708, -1.024)
N (1.555, 0.245, -2.414)
C (2.916, 0.183, -2.951)
C (3.406, 1.477, -3.634)
C (4.897, 1.800, -3.378)
O (5.664, 0.606, -3.149)
C (5.992, 0.115, -4.380)
O (6.477, -0.955, -4.554)
O (5.680, 1.017, -5.339)
C (5.599, 2.290, -4.638)
C (4.939, 3.399, -5.443)
O (4.046, 2.834, -6.393)
O (2.909, 3.684, -6.546)
C (0.568, 0.702, -3.281)
C (0.659, 0.221, -4.719)
O (-0.361, 1.397, -2.901)
H (1.136, 2.847, -1.339)
H (2.826, 2.412, -0.948)
H (1.585, 2.382, 0.298)
H (2.158, 0.098, -0.451)
H (0.456, 0.459, -0.648)
H (3.582, -0.116, -2.139)
H (2.959, -0.626, -3.687)
H (2.810, 2.334, -3.306)
H (3.266, 1.363, -4.711)
H (4.955, 2.510, -2.550)
H (6.635, 2.533, -4.375)
H (5.689, 4.009, -5.958)
H (4.400, 4.046, -4.742)
H (2.352, 3.454, -5.783)
H (-0.363, 0.012, -5.040)
H (1.063, 1.003, -5.367)
H (1.260, -0.683, -4.805)
C (-1.799, -1.476, 2.574)
C (-1.940, -0.215, 1.761)
C (-3.083, 0.696, 2.126)
O (-1.172, 0.059, 0.865)
H (-0.942, -2.044, 2.218)
H (-1.669, -1.234, 3.627)
H (-2.701, -2.083, 2.487)
H (-2.990, 1.023, 3.161)
H (-4.030, 0.164, 2.012)
H (-3.075, 1.570, 1.480)
C (0.999, -4.240, -3.318)
C (1.289, -4.015, -4.781)
C (1.421, -5.240, -5.651)
O (1.409, -2.900, -5.234)
H (0.928, -3.282, -2.806)
H (0.060, -4.784, -3.203)
H (1.794, -4.836, -2.867)
H (0.498, -5.821, -5.621)
H (2.232, -5.871, -5.285)
H (1.629, -4.943, -6.676)
C (-3.473, 5.364, 5.165)
C (-3.374, 4.509, 3.927)
C (-3.990, 5.072, 2.672)
O (-2.832, 3.427, 3.939)
H (-2.999, 4.856, 6.001)
H (-2.981, 6.323, 4.995)
H (-4.522, 5.562, 5.393)
H (-3.520, 6.024, 2.420)
H (-5.054, 5.250, 2.836)
H (-3.854, 4.373, 1.849)
C (-2.226, -3.396, 7.796)
C (-1.858, -2.486, 6.654)
C (-0.642, -1.611, 6.855)
O (-2.496, -2.453, 5.627)
H (-3.108, -3.975, 7.537)
H (-1.406, -4.084, 8.006)
H (-2.427, -2.805, 8.692)
H (0.237, -2.232, 7.042)
H (-0.788, -0.962, 7.719)
H (-0.471, -1.001, 5.971)
C (-8.834, 6.083, 5.437)
C (-7.898, 6.507, 4.333)
C (-8.530, 7.076, 3.087)
O (-6.698, 6.396, 4.441)
H (-8.262, 5.692, 6.275)
H (-9.430, 6.935, 5.769)
H (-9.517, 5.314, 5.072)
H (-9.114, 7.963, 3.337)
H (-9.202, 6.342, 2.640)
H (-7.756, 7.342, 2.371)
C (5.207, -1.883, -8.036)
C (3.809, -2.061, -8.576)
C (2.727, -1.240, -7.916)
O (3.566, -2.820, -9.485)
H (5.897, -2.521, -8.583)
H (5.518, -0.842, -8.139)
H (5.235, -2.143, -6.976)
H (2.958, -0.176, -8.007)
H (2.662, -1.486, -6.854)
H (1.769, -1.447, -8.386)
C (1.048, -6.524, 6.640)
C (-0.126, -7.201, 7.306)
C (-0.012, -8.689, 7.530)
O (-1.109, -6.582, 7.640)
H (0.847, -5.461, 6.531)
H (1.950, -6.664, 7.237)
H (1.222, -6.961, 5.655)
H (0.852, -8.907, 8.160)
H (0.126, -9.201, 6.576)
H (-0.914, -9.057, 8.012)